Density functional theory data (ωB97M-V with the def2-TZVPD basis set) for a 3-piece molecular cluster, C3H12N2O overall in a non-equilibrium geometry.

Total energy in eV: -8322.405
2S+1: 2
Orbital gap (alpha / beta) in eV: 12.093 / 4.270
Molecular weight in g/mol: 92.14
Lowest unoccupied orbital energy (alpha / beta) in hartree: -0.1054 / -0.3410
Total charge: +1
Relative energy (zero: lowest compared OMol25 entry of this formula, charge and spin) in kJ/mol: 236.0

Structure (XYZ):
```
18
Properties=species:S:1:pos:R:3:forces:R:3:mulliken_spin:R:1
C 2.503 2.296 0.220 -0.86 1.10 -0.44 0.20
C 1.297 2.624 -0.330 -1.04 -2.76 0.44 0.11
N -2.651 -0.622 0.904 0.08 -0.42 -0.16 0.01
H 3.329 2.018 -0.417 0.18 -0.18 0.20 0.00
H -1.016 -0.221 0.093 -0.63 0.17 0.10 -0.01
H 2.623 2.477 1.280 0.41 -0.14 -0.04 0.00
H 0.955 2.229 -1.285 0.73 0.85 -0.52 0.00
H 0.418 2.731 0.299 0.30 0.93 0.30 0.00
H -2.357 -1.591 1.035 -0.29 0.16 0.39 0.00
H -2.997 -0.277 1.793 0.42 0.02 0.30 0.00
H -3.513 -0.701 0.373 0.12 0.14 -0.48 0.00
N 0.139 -2.393 -0.173 -0.79 0.46 0.13 0.05
C 0.439 -1.237 -0.921 0.30 0.35 0.52 0.02
O -0.428 -0.089 -0.710 0.48 -0.30 -0.56 0.55
H -0.815 -2.691 -0.344 0.10 -0.35 -0.33 0.00
H 0.209 -2.254 0.821 0.51 -0.13 0.41 0.00
H 0.458 -1.504 -1.983 -0.20 0.53 -0.12 0.04
H 1.406 -0.795 -0.654 0.20 -0.42 -0.13 0.03
```
Forces are in eV/Å.